[1]
ORCA calculation (ωB97M-V/def2-TZVPD) on C26H23MgN7O5S3 as an isolated structure in a non-equilibrium geometry.

Each line ends with the Löwdin charge.
Positions of all 65 atoms, in Å:
Mg  0.3571  0.0932  -0.7145  0.37
N  1.8529  -1.1452  2.9710  0.12
C  0.6168  -0.8743  3.5260  -0.08
C  -0.0568  -0.1446  2.6006  -0.09
N  0.7226  0.0280  1.4894  0.11
C  1.8457  -0.5988  1.7305  -0.29
C  2.8582  -0.6856  0.7142  -0.30
N  2.5665  -0.3596  -0.5139  0.06
C  3.6971  -0.5510  -1.2502  -0.09
C  4.6969  -0.9972  -0.4390  -0.08
N  4.1520  -1.0732  0.8261  0.12
H  2.4462  -1.9079  3.2443  0.15
H  0.3368  -1.2370  4.4979  0.10
H  -1.0568  0.2486  2.6432  0.11
H  3.7051  -0.3337  -2.3053  0.11
H  5.7243  -1.2472  -0.6318  0.10
H  4.6126  -1.4034  1.6527  0.15
S  0.7380  0.7811  -3.1615  0.52
C  1.4684  2.2556  -2.6492  -1.19
S  1.4919  2.6590  -0.9857  0.51
C  2.0565  3.1100  -3.6025  -0.44
C  2.6819  4.3272  -3.2473  -0.32
N  3.2008  5.3375  -3.0245  0.09
C  2.1046  2.8039  -4.9818  -0.32
N  2.1980  2.5970  -6.1170  0.09
C  -0.1511  -4.4489  -0.8097  -0.16
S  0.4168  -3.0579  0.1490  0.40
O  1.8141  -3.3482  0.4618  -0.36
O  -0.4457  -2.9919  1.3092  -0.33
O  0.2579  -1.9387  -0.7988  -0.39
H  0.0565  -5.3586  -0.2506  0.05
H  0.3795  -4.4507  -1.7583  0.06
H  -1.2196  -4.3324  -0.9705  0.06
C  -4.7379  1.6766  7.1969  -0.06
C  -5.3457  1.3831  5.8501  -0.25
C  -6.6555  0.9267  5.7826  -0.09
C  -7.2158  0.6034  4.5542  -0.11
C  -6.4914  0.7958  3.3977  -0.03
C  -5.1793  1.2923  3.4350  -0.20
N  -4.5385  1.4708  2.2191  0.09
C  -3.6613  2.4871  1.8575  -0.22
C  -3.7660  3.7623  2.4209  -0.06
C  -2.9153  4.7782  2.0185  -0.11
C  -1.9585  4.5479  1.0408  -0.09
C  -1.8669  3.2906  0.4620  -0.02
C  -2.7065  2.2526  0.8481  -0.06
C  -2.5840  0.9005  0.1509  -0.58
O  -3.5614  0.1295  0.1884  0.00
O  -1.4932  0.6870  -0.4413  -0.09
C  -4.5800  1.5347  4.6866  -0.16
C  -3.1185  1.8615  4.8088  -0.03
H  -5.4958  1.6211  7.9785  0.07
H  -4.2867  2.6703  7.2258  0.08
H  -3.9483  0.9628  7.4447  0.08
H  -7.2282  0.8077  6.6956  0.09
H  -8.2296  0.2246  4.4992  0.09
H  -6.9270  0.5912  2.4277  0.11
H  -4.5633  0.7285  1.5090  0.11
H  -4.5273  3.9451  3.1708  0.11
H  -3.0093  5.7599  2.4704  0.09
H  -1.2825  5.3324  0.7266  0.10
H  -1.1092  3.0840  -0.2852  0.06
H  -2.9393  2.9283  4.9686  0.09
H  -2.5757  1.5887  3.9092  0.07
H  -2.6788  1.3209  5.6482  0.07

Cartesian forces (eV/Å) of the 2 atoms listed first:
0.1241 0.8267 -0.5560
-0.0427 -0.0121 -0.0992

Summary:
net charge	-2
energy relative to the best compared isomer or geometry (same formula, charge and spin)	15.5	kJ/mol
gap between HOMO and LUMO	5.6	eV
E_LUMO	3.87	eV
molecular weight	634.02	Da
HOMO energy	-1.72	eV

[2]
ORCA calculation (ωB97M-V/def2-TZVPD) on an isolated ion of composition C3H6N3O2 and charge +1 in a non-equilibrium geometry.

Each line ends with the Löwdin charge.
Positions of all 14 atoms, in Å:
C  0.3413  0.4743  -0.7983  -0.08
C  -0.2972  -0.5380  -1.2887  0.14
C  0.6215  1.1119  0.5626  -0.05
N  -1.0513  -0.4416  1.6401  0.22
N  -0.6434  -1.5109  -2.2312  -0.40
N  0.2132  0.1333  1.7030  -0.05
O  -1.7905  -1.8177  -2.4573  0.14
O  0.3494  -1.8981  -2.8534  0.13
H  0.8006  1.1078  -1.6751  0.18
H  1.8369  1.2522  0.7062  0.21
H  0.0318  1.9288  0.6791  0.09
H  -1.9156  0.0652  1.7009  0.10
H  1.0472  -0.5110  1.7965  0.21
H  0.4559  0.6438  2.5155  0.16

Cartesian forces (eV/Å) of the 2 atoms listed first:
1.1092 1.5744 -2.4602
-0.4292 -0.3812 2.3761

Summary:
net charge	+1
energy relative to the best compared isomer or geometry (same formula, charge and spin)	1022.5	kJ/mol
gap between HOMO and LUMO (alpha / beta)	8.9 / 6.7	eV
E_LUMO (alpha / beta)	-5.87 / -7.05	eV
molecular weight	116.10	Da
HOMO energy (alpha / beta)	-14.79 / -13.72	eV

[3]
ORCA calculation (ωB97M-V/def2-TZVPD) on one molecule with the formula C3H5NO2.

Each line ends with the Löwdin charge.
Positions of all 11 atoms, in Å:
H  -2.2461  -1.3651  -0.7533  0.06
N  -1.6253  -0.6383  -0.4090  0.12
C  -0.6603  -0.4720  -1.2057  -0.31
O  0.3105  0.4415  -1.0129  -0.06
C  0.4213  0.9517  0.2978  -0.17
C  1.0884  -0.0737  1.1994  -0.22
O  1.3081  -1.2085  0.8600  0.07
H  -0.4658  -1.0065  -2.1374  0.14
H  -0.5561  1.2248  0.7135  0.12
H  1.0437  1.8503  0.2415  0.13
H  1.3815  0.2958  2.2061  0.13

Cartesian forces (eV/Å) of the 2 atoms listed first:
0.0558 0.0492 0.0430
0.2829 0.0030 -0.2297

Summary:
energy relative to the best compared isomer or geometry (same formula, charge and spin)	155.4	kJ/mol
structure (SMILES)	[H]/N=C/OCC=O
gap between HOMO and LUMO	10.9	eV
E_LUMO	0.99	eV
molecular weight	87.08	Da
HOMO energy	-9.90	eV

| no. | total energy (a.u.) |
| --- | --- |
| 1 | -3159.065057 |
| 2 | -432.011867 |
| 3 | -322.515137 |